Model P:
Computed, not measured: C7H10 in the gas phase, with the ωB97M-V functional and the def2-TZVPD basis.

Structure (XYZ):
```
17
Properties=species:S:1:pos:R:3
C 2.274 1.498 -0.039
C -0.950 -0.524 0.279
C -1.555 -1.717 0.258
C 1.145 0.951 0.419
C 0.453 -0.221 -0.158
C -1.825 0.744 0.315
C 1.087 -1.112 -0.958
H 0.695 1.316 1.335
H 0.748 -2.138 -0.961
H -1.988 1.070 -0.714
H 2.951 0.983 -0.716
H 2.766 2.354 0.402
H -0.957 -2.614 0.184
H 1.898 -0.815 -1.610
H -2.629 -1.793 0.302
H -1.295 1.462 0.932
H -2.818 0.556 0.729
```

Values from the calculation:
Frontier orbital gap = 8.65 eV
LUMO energy = 0.355 eV

=====

Model Q:
Computed, not measured: C7H10 in the gas phase, with the ωB97M-V functional and the def2-TZVPD basis.

Structure (XYZ):
```
17
Properties=species:S:1:pos:R:3
C -1.808 -0.276 0.172
C 0.050 -2.062 -0.538
C 0.581 0.415 -0.150
C 2.000 0.632 0.318
C -0.294 -0.691 -0.164
C -1.830 1.047 0.132
C -0.343 1.511 0.258
H 2.779 -0.097 0.155
H -0.208 1.822 1.231
H 2.369 1.519 -0.115
H 1.714 0.850 1.325
H -2.310 -1.404 -0.101
H -2.639 1.798 -0.129
H -0.155 2.232 -0.461
H 0.168 -2.790 0.300
H -0.970 -2.347 -1.011
H 0.896 -2.158 -1.221
```

Values from the calculation:
Frontier orbital gap = 8.93 eV
LUMO energy = 0.960 eV

=====

Model R:
Computed, not measured: a molecular structure, C7H10, with the ωB97M-V functional and the def2-TZVPD basis.

Structure (XYZ):
```
17
Properties=species:S:1:pos:R:3
C 0.048 2.239 -1.846
C -1.266 -1.113 1.571
C -0.393 -0.994 -0.360
C -0.801 -0.066 0.791
C 0.834 -1.209 0.435
C -0.548 -2.045 0.691
C 0.664 0.155 1.195
H 0.726 1.455 -2.195
H -1.384 -1.121 2.655
H 0.629 3.054 -1.408
H -0.630 1.829 -1.093
H 0.887 0.200 2.265
H 1.209 0.935 0.649
H 1.771 -1.630 0.060
H -0.576 -3.128 0.573
H -0.531 2.620 -2.691
H -0.586 -1.039 -1.423
```

Values from the calculation:
Frontier orbital gap = 8.50 eV
LUMO energy = 0.324 eV

=====

Among the structures shown above, model P is the most stable, with the second-best lying 1.224 eV higher.